1.
Entry from OMol25: a single C16H15ClF2N4S molecule at a distorted geometry (wB97M-V/def2-TZVPD).

The frontier orbital gap comes out at 8.81 eV. The SMILES is CCCCSc1ncc2ncn(Cc3c(F)ccc(Cl)c3F)c2n1. Its HOMO energy is -8.479 eV. The value obtained for the total energy is -1895.7883 hartree. Its energy above the lowest of the compared OMol25 structures with the same formula, charge and spin is 109.0 kJ/mol.

Cartesian coordinates (Å):
C -0.8919 3.9047 1.4519
C -1.4563 2.5355 1.6806
C -1.9753 1.9821 0.3907
C -2.7379 0.6564 0.6839
S -3.2855 -0.0965 -0.8197
C -1.8705 -0.3150 -1.8841
N -1.9674 0.1445 -3.1890
C -0.8770 -0.0568 -4.0056
C 0.1873 -0.7953 -3.5259
N 1.5256 -0.8700 -3.9701
C 2.1713 -1.4601 -3.0416
N 1.4302 -1.8327 -1.9187
C 1.6462 -2.7766 -0.8162
C 1.6942 -2.1171 0.5487
C 2.6976 -1.1815 0.8270
F 3.7318 -0.9379 -0.0135
C 2.6659 -0.3577 2.0303
C 1.6530 -0.5055 2.9565
C 0.6865 -1.5198 2.7516
Cl -0.7068 -1.5403 3.8879
C 0.7613 -2.3760 1.5800
F -0.1379 -3.3752 1.3166
C 0.1648 -1.3017 -2.2699
N -0.9136 -1.0861 -1.4732
H -0.3381 4.0577 0.5219
H -0.1969 4.1386 2.2443
H -1.7354 4.5572 1.4662
H -0.6802 1.8892 2.1438
H -2.2196 2.6623 2.4986
H -1.1751 1.8334 -0.2967
H -2.7004 2.7096 -0.0238
H -3.6007 0.9812 1.2748
H -2.0517 0.0415 1.3223
H -0.9664 0.1592 -5.0457
H 3.2752 -1.6981 -3.1749
H 2.5735 -3.3437 -0.9377
H 0.7197 -3.4597 -0.8276
H 3.4211 0.4204 2.0184
H 1.4795 0.3300 3.6378

Forces on atoms 1 to 2 (eV/Å):
C 0.74 0.23 0.11
C 0.63 -0.14 1.28

Population analysis type Löwdin, resulting atomic charges in e:
1. C -0.1271
2. C -0.3071
3. C -0.2902
4. C -0.5172
5. S 0.9290
6. C -0.6585
7. N 0.0814
8. C -0.0178
9. C -0.2189
10. N 0.1145
11. C -0.1551
12. N 0.0248
13. C -0.0554
14. C -0.0827
15. C -0.1895
16. F 0.0673
17. C 0.0022
18. C -0.1175
19. C -0.5193
20. Cl 0.6256
21. C -0.1876
22. F 0.0516
23. C -0.2111
24. N 0.1459
25. H 0.0808
26. H 0.0671
27. H 0.0657
28. H 0.1061
29. H 0.1305
30. H 0.0932
31. H 0.1245
32. H 0.0822
33. H 0.0745
34. H 0.1100
35. H 0.1547
36. H 0.1369
37. H 0.1568
38. H 0.1159
39. H 0.1138

***

2.
Entry from OMol25: a molecular structure, C16H15F3N6O4PdS (wB97M-V/def2-TZVPD).

The frontier orbital gap (alpha / beta) comes out at 8.58 / 6.98 eV. Its HOMO energy (alpha / beta) is -8.138 / -8.232 eV. The value obtained for the total energy is -2073.8655 hartree. As for the spin multiplicity: 3. The expectation value of S² is 2.004. Its energy above the lowest of the compared OMol25 structures with the same formula, charge and spin is 9.5 kJ/mol.

Cartesian coordinates (Å):
Pd 0.3034 0.0583 1.4139
N 2.4986 -0.8069 -6.7141
C 2.0426 -0.7956 -5.4105
C 0.6909 -1.0049 -5.1325
C 0.2416 -1.0232 -3.8257
C 1.1406 -0.8517 -2.7846
C 2.4923 -0.6369 -3.0463
C 2.9388 -0.6132 -4.3497
S 0.5419 -0.8257 -1.1555
O -0.8755 -1.0865 -1.2308
O 1.3469 -1.6887 -0.3130
N 0.8318 0.6682 -0.5227
C -0.1206 1.6716 -0.7794
N -0.5226 1.9216 -2.0202
C -1.4054 2.9020 -2.1630
C -1.8955 3.6332 -1.0927
C -1.4264 3.2722 0.1550
N -0.5423 2.2949 0.3283
H 1.8227 -0.6779 -7.4453
H 3.3980 -0.3999 -6.8972
H -0.0079 -1.1502 -5.9480
H -0.8066 -1.1663 -3.6041
H 3.1878 -0.4936 -2.2289
H 3.9902 -0.4555 -4.5595
H -1.7371 3.1063 -3.1757
H -2.6070 4.4347 -1.2246
H -1.7664 3.7770 1.0528
C -3.8218 -1.4706 4.7521
N -2.7370 -1.6300 3.7937
C -2.1489 -2.8160 3.4088
C -1.1735 -2.4876 2.5235
N -1.1686 -1.1245 2.3585
C -2.1103 -0.6408 3.1367
H -4.1594 -2.4576 5.0552
H -4.6539 -0.9403 4.2944
H -3.4759 -0.9291 5.6299
H -2.4742 -3.7642 3.7987
H -0.4934 -3.1228 1.9829
H -2.3446 0.4025 3.2687
F 2.3204 2.3314 5.0660
C 2.7649 1.1540 4.5878
F 4.0723 1.2733 4.3511
F 2.5995 0.2317 5.5571
C 1.9720 0.7450 3.3305
O 0.7125 0.6990 3.4937
O 2.5649 0.4832 2.2843

Forces on atoms 1 to 2 (eV/Å):
Pd 0.47 0.44 0.65
N 0.03 -0.10 0.03

Population analysis type Löwdin, resulting atomic charges in e:
1. Pd 1.1005
2. N 0.1027
3. C -0.3180
4. C -0.0264
5. C -0.0583
6. C -0.3162
7. C -0.0472
8. C -0.0268
9. S 0.5527
10. O -0.3249
11. O -0.3340
12. N -0.1886
13. C -0.4791
14. N 0.1500
15. C -0.1130
16. C -0.0538
17. C -0.1228
18. N 0.0965
19. H 0.0900
20. H 0.0904
21. H 0.1106
22. H 0.1116
23. H 0.1231
24. H 0.1117
25. H 0.1116
26. H 0.0990
27. H 0.1118
28. C -0.0026
29. N -0.1196
30. C -0.0465
31. C -0.0943
32. N -0.0630
33. C -0.1409
34. H 0.0906
35. H 0.0941
36. H 0.0965
37. H 0.1202
38. H 0.1154
39. H 0.1449
40. F 0.1424
41. C -0.5512
42. F 0.1561
43. F 0.1413
44. C -0.5802
45. O -0.0805
46. O 0.0245

***

3.
Entry from OMol25: a molecular structure, C16H15FN2O5SiSn (wB97M-V/def2-TZVPD).

The frontier orbital gap comes out at 5.62 eV. Its charge is -2. Its HOMO energy is -0.881 eV. The value obtained for the total energy is -1708.2344 hartree.

Cartesian coordinates (Å):
Sn 2.9511 0.8140 -0.6263
O -1.3748 3.7563 3.7291
C -0.4197 3.2511 2.8756
C 0.8040 2.8074 3.3432
C 1.7219 2.2998 2.4338
N 1.4558 2.2427 1.1331
C 0.2730 2.6507 0.6927
C -0.7052 3.1787 1.5231
C -0.0144 2.4666 -0.7954
O -1.0011 3.0532 -1.2625
O 0.7541 1.6665 -1.4021
C 3.0856 1.7677 2.9437
O 3.2974 1.9573 4.1614
O 3.7938 1.1998 2.0921
H -1.0112 3.7043 4.6192
H 1.0837 2.8273 4.3902
H -1.6456 3.5072 1.1065
N 1.5792 -1.4492 0.9767
C 1.6267 -0.9708 -0.2116
H 0.9471 -2.2664 1.0408
F 3.6680 -0.5360 -2.1501
C 0.8484 -0.8490 -3.2559
Si 0.6380 -1.7583 -1.6417
C 1.2095 -3.5489 -1.8353
C -1.1935 -1.7481 -1.1750
C -1.8952 -0.5373 -1.2448
C -3.2182 -0.4512 -0.8393
C -3.8734 -1.5752 -0.3488
C -3.1951 -2.7824 -0.2640
C -1.8684 -2.8613 -0.6709
H 0.2139 -1.2639 -4.0457
H 1.8986 -0.9095 -3.5459
H 0.6089 0.2061 -3.1254
H 0.5900 -4.1176 -2.5342
H 1.2128 -4.0691 -0.8735
H 2.2372 -3.5338 -2.2033
H -1.3926 0.3541 -1.6091
H -3.7338 0.5001 -0.8962
H -4.9071 -1.5073 -0.0284
H -3.6972 -3.6620 0.1249
H -1.3521 -3.8136 -0.6006

Forces on atoms 1 to 2 (eV/Å):
Sn 0.00 0.21 0.00
O 0.01 0.01 0.00

Population analysis type Löwdin, resulting atomic charges in e:
1. Sn 1.1948
2. O 0.0281
3. C -0.3011
4. C 0.0348
5. C -0.1685
6. N 0.0962
7. C -0.1804
8. C 0.0494
9. C -0.6444
10. O -0.0233
11. O -0.2082
12. C -0.6780
13. O -0.0728
14. O -0.1396
15. H 0.0892
16. H 0.1107
17. H 0.1159
18. N -0.0292
19. C -0.5240
20. H -0.0019
21. F -0.6871
22. C -0.1933
23. Si 0.5370
24. C -0.1927
25. C -0.2357
26. C -0.0727
27. C -0.0888
28. C -0.1229
29. C -0.1229
30. C -0.1138
31. H 0.0231
32. H 0.0114
33. H 0.0118
34. H 0.0175
35. H 0.0143
36. H 0.0259
37. H 0.0875
38. H 0.0988
39. H 0.0849
40. H 0.0850
41. H 0.0849

***

4.
Entry from OMol25: a single C16H15N3O5 molecule (wB97M-V/def2-TZVPD).

The frontier orbital gap comes out at 9.27 eV. The SMILES is Cc1ccnc(NC(=O)COC(=O)[C@@H]2COc3ccccc3O2)n1. Its HOMO energy is -8.576 eV. The value obtained for the total energy is -1159.2154 hartree. Its energy above the lowest of the compared OMol25 structures with the same formula, charge and spin is 0.0 kJ/mol.

Cartesian coordinates (Å):
C 1.6749 -0.4649 -4.2068
C 1.6302 -0.5542 -2.7182
C 1.9570 0.5311 -1.9029
C 1.8473 0.3418 -0.5389
N 1.4765 -0.8164 -0.0160
C 1.2106 -1.7938 -0.8654
N 0.8800 -3.0466 -0.3883
C 0.6926 -3.5082 0.8857
O 0.6423 -4.6931 1.1092
C 0.4936 -2.4594 1.9714
O -0.6772 -1.7107 1.6436
C -0.6750 -0.3988 1.8794
O 0.2123 0.2292 2.3769
C -2.0312 0.1866 1.4542
C -2.2727 -0.0389 -0.0461
O -1.2995 0.6227 -0.8165
C -1.0468 1.9073 -0.3906
C -0.3942 2.7720 -1.2589
C -0.1149 4.0685 -0.8729
C -0.5003 4.5167 0.3804
C -1.1557 3.6660 1.2488
C -1.4287 2.3568 0.8747
O -2.1005 1.5533 1.7631
N 1.2672 -1.7145 -2.1909
H 2.6464 -0.1003 -4.5348
H 0.9167 0.2346 -4.5557
H 1.4838 -1.4418 -4.6402
H 2.2757 1.4718 -2.3190
H 2.0569 1.1246 0.1774
H 0.8632 -3.7583 -1.1122
H 0.3299 -2.9724 2.9242
H 1.3499 -1.7801 2.0356
H -2.8145 -0.3079 2.0383
H -3.2726 0.3427 -0.2980
H -2.2069 -1.0988 -0.2954
H -0.1253 2.4032 -2.2357
H 0.3949 4.7315 -1.5549
H -0.2886 5.5304 0.6829
H -1.4646 3.9881 2.2298

Forces on atoms 1 to 2 (eV/Å):
C 0.00 0.00 -0.03
C 0.14 0.23 0.29

Population analysis type Löwdin, resulting atomic charges in e:
1. C -0.0262
2. C -0.3174
3. C -0.0235
4. C -0.0961
5. N 0.1426
6. C -0.3523
7. N 0.1767
8. C -0.4199
9. O 0.0973
10. C -0.0638
11. O 0.0213
12. C -0.4407
13. O 0.1577
14. C -0.1772
15. C -0.0969
16. O -0.0197
17. C -0.2008
18. C -0.0206
19. C -0.0884
20. C -0.0877
21. C 0.0075
22. C -0.1882
23. O 0.0284
24. N 0.1807
25. H 0.0840
26. H 0.0839
27. H 0.0783
28. H 0.1117
29. H 0.1265
30. H 0.1599
31. H 0.1431
32. H 0.1221
33. H 0.1752
34. H 0.1469
35. H 0.1393
36. H 0.1107
37. H 0.1013
38. H 0.1019
39. H 0.1224

***

5.
Entry from OMol25: a molecular structure, C16H15N3OS2SbSe4W at a distorted geometry (wB97M-V/def2-TZVPD).

The frontier orbital gap (alpha / beta) comes out at 6.01 / 5.38 eV. Its HOMO energy (alpha / beta) is -7.272 / -8.070 eV. The value obtained for the total energy is -11567.6411 hartree. As for the spin multiplicity: 4. The expectation value of S² is 3.782. Its energy above the lowest of the compared OMol25 structures with the same formula, charge and spin is 101.9 kJ/mol.

Cartesian coordinates (Å):
W 0.5493 1.7115 1.4925
O 0.6024 1.4212 3.5107
N 2.1140 0.3719 2.3453
C 3.2360 -0.3191 2.1502
C 3.9831 -0.7497 3.2230
C 3.5475 -0.4325 4.5138
C 2.3963 0.3001 4.7175
C 1.7019 0.6959 3.5771
S 2.0326 3.2233 1.1333
H 3.5078 -0.5161 1.1210
H 4.8875 -1.3172 3.0626
H 4.1261 -0.7626 5.3670
H 2.0381 0.5745 5.6983
S -0.8638 -0.4769 1.8928
C -2.1712 -0.5148 0.7790
N -3.4489 -0.6112 1.1404
C -4.3282 -0.8477 -0.0034
C -3.3843 -0.5605 -1.1883
N -2.0764 -0.5256 -0.5385
H -3.7193 -0.6582 2.1078
H -5.1698 -0.1586 0.0148
H -4.6894 -1.8774 0.0015
H -3.6093 0.4040 -1.6443
H -3.4161 -1.3396 -1.9473
H -1.1877 -0.3408 -0.9887
Se -4.5031 2.1447 -1.1359
Sb -3.4571 3.0008 0.8295
Se -4.0475 1.7935 2.9664
Se -4.7066 5.1275 0.8488
Se -1.0564 3.5702 1.0008
C 0.9350 0.7717 -0.3303
C 1.1788 0.1902 -1.3710
C 1.4460 -0.4660 -2.6176
C 1.5276 0.2740 -3.8007
C 1.7676 -0.3639 -5.0057
C 1.9297 -1.7426 -5.0488
C 1.8492 -2.4843 -3.8784
C 1.6070 -1.8533 -2.6687
H 1.4011 1.3476 -3.7586
H 1.8294 0.2177 -5.9162
H 2.1189 -2.2371 -5.9925
H 1.9768 -3.5586 -3.9072
H 1.5456 -2.4261 -1.7519

Forces on atoms 1 to 2 (eV/Å):
W 1.95 0.26 -0.69
O -0.04 -0.09 0.43

Population analysis type Löwdin, resulting atomic charges in e:
1. W 0.6886
2. O -0.2931
3. N -0.0785
4. C -0.0968
5. C -0.0621
6. C -0.0525
7. C 0.0196
8. C -0.5229
9. S 0.1724
10. H 0.1224
11. H 0.1029
12. H 0.1112
13. H 0.1212
14. S 0.6671
15. C -0.8178
16. N -0.0321
17. C -0.1644
18. C -0.2149
19. N 0.0713
20. H 0.0618
21. H 0.0591
22. H 0.1219
23. H -0.1026
24. H 0.1242
25. H 0.1110
26. Se 0.2208
27. Sb -0.1931
28. Se 0.2066
29. Se 0.0872
30. Se 0.0336
31. C -0.2887
32. C -0.1197
33. C -0.2622
34. C -0.0344
35. C -0.0827
36. C -0.0915
37. C -0.0870
38. C -0.0428
39. H 0.1177
40. H 0.1035
41. H 0.1008
42. H 0.1019
43. H 0.1131

***

6.
Entry from OMol25: a molecular structure, C16H15N7O7SV (wB97M-V/def2-TZVPD).

The frontier orbital gap (alpha / beta) comes out at 7.08 / 6.79 eV. Its charge is +1. Its HOMO energy (alpha / beta) is -11.648 / -12.311 eV. The value obtained for the total energy is -2870.3675 hartree. As for the spin multiplicity: 3. The expectation value of S² is 2.342. Its energy above the lowest of the compared OMol25 structures with the same formula, charge and spin is 50.9 kJ/mol.

Cartesian coordinates (Å):
V -0.0566 0.3829 -0.7513
C 2.1122 2.0167 4.0034
C 0.9651 2.4545 3.1788
N -0.0438 3.1573 3.5752
N -0.8468 3.2672 2.4758
C -0.3669 2.6571 1.4007
S -1.0252 2.5985 -0.1640
N 0.8075 2.1359 1.8382
N 1.6201 1.3303 1.0405
H 2.0417 2.4953 4.9760
H 3.0614 2.2927 3.5427
H 2.0818 0.9351 4.1427
H -1.7187 3.7686 2.5364
H 1.7802 0.4618 1.5475
H 2.5054 1.8022 0.8787
O -1.5931 -6.2813 2.1260
N -1.3855 -5.7462 1.0599
O -1.3736 -6.2944 -0.0219
C -1.1447 -4.2920 1.0714
C -0.9054 -3.6495 -0.1341
C -0.7096 -2.2933 -0.0730
C -0.7120 -1.5515 1.1179
O -0.5473 -0.2564 1.0139
C -0.8884 -2.2690 2.3032
C -1.1364 -3.6276 2.2830
N -0.7479 -1.5849 3.5903
O -1.3900 -1.9964 4.5245
O 0.0399 -0.6493 3.6320
N -0.3576 -1.4635 -1.1905
O -1.2647 -0.6391 -1.7698
O 0.9036 -1.2100 -1.4933
H -0.8827 -4.2034 -1.0618
H -1.3020 -4.1713 3.2030
C 1.6039 1.5503 -2.0672
C 0.7353 1.4991 -3.1690
C -0.2164 2.5332 -3.4073
C -1.0824 2.4491 -4.4680
C -1.0296 1.3472 -5.3273
C -0.0896 0.3321 -5.1332
C 0.7773 0.3966 -4.0731
H 1.6738 2.4637 -1.4910
H 2.4071 0.8272 -1.9905
H -0.2328 3.3921 -2.7498
H -1.8004 3.2374 -4.6468
H -1.7184 1.2863 -6.1592
H -0.0496 -0.5040 -5.8173
H 1.5021 -0.3874 -3.9024

Forces on atoms 1 to 2 (eV/Å):
V 0.13 0.59 0.56
C -0.01 -0.01 -0.01

Population analysis type Löwdin, resulting atomic charges in e:
1. V 0.8513
2. C 0.0164
3. C -0.3091
4. N 0.1631
5. N 0.0675
6. C -0.6879
7. S 0.7674
8. N -0.0730
9. N 0.1169
10. H 0.1004
11. H 0.0914
12. H 0.0822
13. H 0.1726
14. H 0.1224
15. H 0.1328
16. O 0.1072
17. N -0.3507
18. O 0.0985
19. C -0.1077
20. C 0.1188
21. C -0.0951
22. C -0.2331
23. O -0.1521
24. C -0.0395
25. C 0.1100
26. N -0.3262
27. O 0.1364
28. O 0.0727
29. N -0.3280
30. O -0.0760
31. O -0.0800
32. H 0.1481
33. H 0.1456
34. C -0.0179
35. C -0.3275
36. C -0.0471
37. C -0.0380
38. C -0.0130
39. C -0.0375
40. C -0.0151
41. H 0.0663
42. H 0.0892
43. H 0.0927
44. H 0.1200
45. H 0.1203
46. H 0.1206
47. H 0.1240